Entry from OMol25: a cluster of 14 separate species, C56H140O28 in total in a non-equilibrium geometry (ωB97M-V/def2-TZVPD).

ORCA input file:
```
! RIJCOSX wB97M-V def2-TZVPD def2/J DEFGRID3
* xyz 0 1
C 0.4386 -3.9384 -7.7147
O 0.9064 -2.7158 -7.1094
C 0.0446 -1.6081 -7.2271
C 0.4552 -0.2317 -6.5477
O 1.0537 -0.3754 -5.2704
C 0.9406 0.6733 -4.3702
H 0.2790 -3.7373 -8.7741
H -0.3306 -4.3850 -7.0846
H 1.1802 -4.7361 -7.6726
H -0.9443 -1.9632 -6.9371
H -0.0695 -1.4345 -8.2971
H -0.3295 0.5220 -6.6124
H 1.2766 0.2424 -7.0851
H -0.0817 0.8199 -4.0215
H 1.2583 1.6033 -4.8417
H 1.4504 0.4238 -3.4396
C 1.9888 -3.4844 -3.9409
O 1.5994 -4.0608 -2.6659
C 2.4745 -4.0630 -1.5572
C 3.8218 -4.6704 -1.8019
O 4.5849 -3.7027 -2.5163
C 5.8121 -4.3339 -2.8409
H 1.3001 -3.6909 -4.7601
H 3.0169 -3.7771 -4.1544
H 2.2247 -2.4298 -3.7983
H 1.9635 -4.7030 -0.8379
H 2.6446 -3.0577 -1.1718
H 3.5861 -5.4943 -2.4754
H 4.2632 -5.0495 -0.8802
H 6.3541 -3.5328 -3.3436
H 5.5300 -5.0653 -3.5982
H 6.3730 -4.7852 -2.0225
C 4.3033 8.4057 -2.8774
O 3.5375 7.9428 -1.7137
C 3.9858 8.4525 -0.4718
C 4.9439 7.3911 0.1226
O 4.4867 6.0602 0.3644
C 4.2164 5.3572 -0.8644
H 5.2517 7.8740 -2.9538
H 4.4240 9.4786 -2.7275
H 3.7625 8.2379 -3.8088
H 3.1087 8.4173 0.1745
H 4.3538 9.4764 -0.4062
H 5.2608 7.6774 1.1254
H 5.9425 7.3331 -0.3105
H 4.2628 4.2741 -0.7516
H 4.9760 5.6209 -1.6004
H 3.2548 5.6622 -1.2773
C -8.6963 1.6076 0.5849
O -9.3065 1.9076 1.8529
C -10.6970 1.6089 1.9123
C -11.2767 2.0933 3.3142
O -10.7233 1.5712 4.4886
C -10.9945 0.2305 4.6564
H -7.6229 1.7816 0.5098
H -9.1046 2.2730 -0.1758
H -8.9176 0.5628 0.3667
H -10.9187 0.5447 1.8322
H -11.2216 2.1388 1.1173
H -12.3645 2.0234 3.3169
H -11.0355 3.1388 3.5057
H -11.0672 -0.4834 3.8358
H -11.9531 0.0051 5.1236
H -10.1871 -0.1860 5.2587
C -5.7253 -2.7562 -2.4962
O -5.5715 -1.3314 -2.6653
C -4.9279 -0.6751 -1.6112
C -5.6948 -0.2435 -0.3562
O -5.9930 -1.4039 0.3928
C -7.0690 -1.2640 1.3352
H -6.4693 -3.0159 -1.7431
H -4.7326 -3.1788 -2.3409
H -6.0246 -3.1171 -3.4801
H -4.5903 0.2806 -2.0122
H -4.0056 -1.2102 -1.3850
H -6.6538 0.1555 -0.6868
H -5.2347 0.4544 0.3434
H -7.9911 -1.2005 0.7575
H -7.0446 -0.4197 2.0242
H -7.0645 -2.0798 2.0582
C -1.9670 -2.4549 1.9922
O -0.8944 -2.8349 2.9777
C -0.0884 -3.9693 2.5528
C 1.3097 -4.0689 3.2907
O 1.3733 -4.5628 4.5789
C 0.4336 -4.0556 5.4762
H -1.5659 -2.1638 1.0214
H -2.4490 -1.5995 2.4654
H -2.6568 -3.2749 1.7923
H 0.1367 -3.7871 1.5020
H -0.7454 -4.8339 2.6475
H 1.7176 -3.0583 3.3116
H 2.0012 -4.6296 2.6618
H 0.5318 -4.6464 6.3869
H -0.5850 -4.2891 5.1661
H 0.4677 -2.9795 5.6462
C 3.5857 -1.3851 5.6979
O 3.7214 -1.5416 7.0818
C 3.6461 -2.9436 7.4361
C 5.0446 -3.2593 8.1143
O 4.9076 -4.4775 8.8016
C 6.1381 -4.8682 9.4486
H 2.6344 -1.7173 5.2822
H 4.4311 -1.7673 5.1256
H 3.6816 -0.3324 5.4319
H 3.3266 -3.6850 6.7037
H 2.8612 -2.9950 8.1907
H 5.3721 -2.4609 8.7803
H 5.7829 -3.4611 7.3382
H 6.1336 -4.7204 10.5286
H 7.1040 -4.4609 9.1499
H 6.1922 -5.9439 9.2808
C 10.6846 -0.6296 -0.7521
O 9.6164 0.1315 -1.2335
C 8.4049 -0.2753 -0.5459
C 7.0554 0.1405 -1.3029
O 5.9505 0.7500 -0.5989
C 6.1709 1.9797 -0.0004
H 10.9003 -0.5414 0.3127
H 11.6580 -0.3389 -1.1471
H 10.6156 -1.7144 -0.8329
H 8.4495 0.0641 0.4889
H 8.3988 -1.3437 -0.3298
H 6.7721 -0.7640 -1.8413
H 7.3072 0.7309 -2.1838
H 6.2744 2.7775 -0.7358
H 7.1276 1.9851 0.5219
H 5.3602 2.2900 0.6587
C -2.7641 2.8282 -5.5220
O -3.5871 2.9450 -4.4115
C -2.9765 3.7846 -3.3476
C -3.9164 3.6302 -2.0794
O -5.2693 3.9269 -2.3873
C -6.2593 3.8915 -1.3895
H -3.2554 2.2727 -6.3209
H -1.8628 2.3047 -5.2032
H -2.5159 3.7760 -5.9997
H -3.0693 4.8279 -3.6494
H -1.9659 3.4376 -3.1322
H -3.5715 4.1919 -1.2112
H -3.7379 2.5673 -1.9170
H -7.2634 3.6814 -1.7580
H -6.2758 4.8129 -0.8074
H -6.0407 3.0055 -0.7935
C 9.2055 -2.9087 2.1130
O 8.2092 -3.7109 1.5803
C 7.1305 -4.0431 2.4523
C 5.8550 -4.6221 1.7517
O 4.7637 -4.7313 2.7317
C 4.8837 -5.7268 3.6967
H 9.9664 -3.3539 1.4720
H 9.4365 -3.1142 3.1582
H 9.0913 -1.8470 1.8940
H 6.8186 -3.1431 2.9822
H 7.4263 -4.6690 3.2943
H 6.1512 -5.6088 1.3957
H 5.6077 -4.0130 0.8822
H 5.9219 -5.7842 4.0238
H 4.4720 -6.6389 3.2646
H 4.1385 -5.4056 4.4244
C -5.6686 3.7672 2.4681
O -5.7578 2.3132 2.5709
C -5.6855 1.9262 3.9447
C -4.4721 0.9622 4.2856
O -3.3165 1.8345 4.4291
C -2.0742 1.1728 4.6107
H -6.6919 4.1238 2.5855
H -5.2021 4.0245 1.5172
H -5.0182 4.2366 3.2062
H -6.6680 1.5113 4.1694
H -5.5598 2.7235 4.6772
H -4.4070 0.2867 3.4326
H -4.4195 0.4133 5.2259
H -1.8027 0.4723 3.8210
H -2.0723 0.6447 5.5642
H -1.2753 1.9040 4.7343
C 0.0580 8.6671 1.3178
O -0.4862 7.9701 0.2358
C 0.3478 7.6685 -0.8516
C -0.4234 6.8505 -1.9368
O -0.9638 5.6227 -1.4185
C 0.0424 4.6483 -1.1872
H -0.5121 8.8308 2.2323
H 0.5496 9.5938 1.0218
H 0.8712 8.0667 1.7256
H 1.3121 7.2633 -0.5450
H 0.6932 8.6081 -1.2828
H 0.3002 6.6285 -2.7211
H -1.2645 7.4098 -2.3465
H 0.7134 4.3926 -2.0072
H -0.4804 3.7015 -1.0513
H 0.7547 4.6747 -0.3626
C -1.8568 -2.1428 -3.7550
O -2.4098 -3.3816 -3.9715
C -3.1284 -3.4201 -5.2217
C -3.0257 -4.8550 -5.7185
O -3.9646 -5.6112 -4.9868
C -3.8112 -7.0505 -5.1009
H -2.6707 -1.4202 -3.6965
H -1.1286 -1.9538 -4.5438
H -1.2739 -2.2407 -2.8392
H -3.0081 -2.6254 -5.9580
H -4.1337 -3.1759 -4.8784
H -2.0183 -5.2468 -5.5781
H -3.3797 -5.1131 -6.7166
H -3.0131 -7.5181 -4.5244
H -3.5207 -7.4192 -6.0847
H -4.7705 -7.4842 -4.8186
C -2.6126 1.8117 0.9995
O -2.4808 0.7191 0.1372
C -1.2694 0.8509 -0.6814
C -0.0163 0.5638 0.2056
O 1.1769 0.7099 -0.5737
C 2.2433 -0.0613 -0.1220
H -1.6813 2.1262 1.4705
H -3.3503 1.5932 1.7717
H -2.9773 2.6077 0.3504
H -1.1552 1.7181 -1.3318
H -1.2672 0.0059 -1.3699
H -0.2065 -0.4128 0.6508
H 0.1875 1.1889 1.0750
H 2.8786 0.3132 0.6807
H 3.0021 -0.2398 -0.8839
H 1.8879 -1.0593 0.1346
*
```

energy above the lowest of the compared OMol25 structures with the same formula, charge and spin: 485.9 kJ/mol
Kohn-Sham gap: 9.5981 eV

---

Entry from OMol25: a structure of composition C56H140O28V in a non-equilibrium geometry (ωB97M-V/def2-TZVPD).

ORCA input file:
```
! RIJCOSX wB97M-V def2-TZVPD def2/J DEFGRID3
* xyz 0 4
V -3.0291 -1.0722 -0.9218
C -4.1041 1.5416 -3.8979
C -5.0909 0.6064 -3.1897
O -4.4625 -0.3317 -2.3760
H -3.8170 2.3693 -3.2494
H -4.5360 2.0685 -4.7487
H -3.2038 1.0577 -4.2766
H -5.6466 0.0901 -3.9724
H -5.8662 1.1881 -2.6912
C 0.7962 0.5636 -0.2429
C 0.3035 0.1823 -1.6570
O -1.0185 -0.2858 -1.4688
H 0.1522 1.2761 0.2726
H 1.7591 1.0740 -0.2619
H 0.8820 -0.2728 0.4508
H 0.9145 -0.6183 -2.0739
H 0.3222 1.0384 -2.3314
C 0.6691 -5.8440 2.4059
O -0.7304 -5.9433 2.1150
C -1.4382 -6.9581 2.7435
C -2.9394 -6.8154 2.3390
O -3.5165 -5.7751 3.1090
C -4.9392 -5.7530 2.9721
H 1.3213 -6.6118 1.9895
H 0.7120 -5.7867 3.4935
H 1.0225 -4.9012 1.9884
H -1.3069 -6.6585 3.7832
H -1.0020 -7.9446 2.5862
H -3.4295 -7.7698 2.5315
H -2.9976 -6.5486 1.2838
H -5.2373 -5.4517 1.9679
H -5.3896 -4.9881 3.6046
H -5.4814 -6.6708 3.1993
C -7.6273 1.4118 3.2188
O -6.3568 0.8418 3.6413
C -5.6533 1.6662 4.5726
C -4.4443 0.9549 5.2486
O -3.2996 0.5528 4.4859
C -2.6968 1.7068 3.8945
H -8.3050 1.3539 4.0705
H -8.0358 0.7320 2.4711
H -7.6068 2.4057 2.7716
H -6.3293 2.0197 5.3513
H -5.3424 2.5565 4.0261
H -4.8295 0.0259 5.6687
H -4.2279 1.5626 6.1272
H -1.7594 1.4817 3.3859
H -2.3823 2.3862 4.6868
H -3.3819 2.2324 3.2293
C 2.2503 0.8359 -4.9830
O 3.4747 1.5816 -4.8593
C 4.6752 0.7879 -4.7036
C 5.3085 0.0903 -5.9474
O 4.5305 -0.8935 -6.6056
C 5.2771 -1.8169 -7.4137
H 1.4624 1.5686 -4.8081
H 2.2322 0.0920 -4.1866
H 2.1784 0.4309 -5.9924
H 4.5136 0.0529 -3.9150
H 5.3883 1.4919 -4.2746
H 6.1904 -0.4860 -5.6677
H 5.6826 0.8073 -6.6781
H 5.8363 -1.3545 -8.2271
H 4.5709 -2.4923 -7.8967
H 5.9416 -2.4623 -6.8392
C -5.2068 -2.9681 0.5391
O -4.6363 -1.6794 0.4497
C -5.0294 -0.8056 1.5033
C -4.6973 0.6139 1.0400
O -3.3021 0.7157 0.6254
C -3.0250 2.0325 0.0775
H -6.2927 -3.0063 0.4532
H -5.0099 -3.3840 1.5272
H -4.8910 -3.5696 -0.3133
H -4.5885 -1.1218 2.4487
H -6.1103 -0.8670 1.6297
H -4.8515 1.2151 1.9361
H -5.3705 1.0028 0.2761
H -3.5295 2.3349 -0.8402
H -1.9415 2.1409 0.0296
H -3.2967 2.7575 0.8447
C 1.4575 2.1169 3.3419
O 1.7074 1.0527 4.1982
C 1.2422 1.0678 5.5428
C 1.8017 2.1958 6.4798
O 3.2035 1.8660 6.7115
C 3.8175 2.6188 7.7229
H 1.9029 1.8114 2.3951
H 1.9026 3.0707 3.6253
H 0.4280 2.2963 3.0321
H 1.5769 0.1662 6.0558
H 0.1522 1.0629 5.5377
H 1.2900 2.2034 7.4422
H 1.7697 3.1955 6.0466
H 4.8300 2.2596 7.9073
H 3.3585 2.4803 8.7018
H 3.7813 3.6582 7.3965
C 5.8825 -1.1397 2.2399
O 4.9725 -2.1880 1.8969
C 4.0214 -1.7472 0.9311
C 4.5199 -1.4645 -0.5325
O 5.4811 -0.4001 -0.6730
C 4.9133 0.9059 -0.6075
H 6.6452 -0.9860 1.4766
H 6.4381 -1.4668 3.1188
H 5.3994 -0.2105 2.5423
H 3.5739 -0.8498 1.3586
H 3.2786 -2.5356 1.0526
H 3.5893 -1.1579 -1.0101
H 5.0058 -2.3293 -0.9843
H 5.7077 1.6521 -0.5986
H 4.4268 0.9772 0.3653
H 4.2258 1.0541 -1.4402
C -1.0774 5.2319 -0.7142
O -0.8615 5.7990 0.5542
C -1.3384 4.9181 1.5592
C -0.9978 5.5723 2.9470
O -1.2686 4.7567 4.0665
C -0.5774 5.0658 5.2305
H -2.1342 5.1177 -0.9554
H -0.5034 4.3088 -0.7950
H -0.6829 5.9181 -1.4635
H -0.7925 3.9748 1.5698
H -2.4027 4.6973 1.4775
H -1.4846 6.5452 3.0152
H 0.0810 5.7081 2.8717
H 0.5066 5.0643 5.1168
H -0.6751 4.2730 5.9720
H -0.8752 5.9708 5.7600
C -1.5851 -3.1380 -7.2134
O -0.8212 -3.0552 -5.9854
C -0.2099 -1.8065 -5.6139
C -1.0866 -0.5875 -5.8703
O -1.0077 -0.1784 -7.2123
C -1.9546 0.7835 -7.6546
H -0.9789 -2.6805 -7.9952
H -2.5735 -2.6825 -7.1527
H -1.7022 -4.1788 -7.5154
H 0.7565 -1.6405 -6.0899
H 0.0447 -1.7431 -4.5559
H -0.5956 0.2058 -5.3066
H -2.0774 -0.7390 -5.4421
H -1.5943 1.1267 -8.6243
H -2.0907 1.5604 -6.9022
H -2.9027 0.2568 -7.7633
C 2.9565 3.3988 -2.2801
O 3.4694 3.7691 -1.0275
C 2.5271 4.1861 -0.0756
C 3.1629 4.8632 1.2234
O 3.9668 3.9542 2.0567
C 5.3121 3.7555 1.6124
H 2.4459 4.2365 -2.7553
H 2.3002 2.5331 -2.1908
H 3.7806 3.2276 -2.9725
H 1.9667 3.2907 0.1933
H 1.8182 4.8250 -0.6023
H 2.2976 5.1388 1.8263
H 3.6974 5.8098 1.1440
H 5.7367 2.9730 2.2413
H 5.8939 4.6471 1.8461
H 5.4376 3.5610 0.5472
C -2.9268 -3.6438 -2.8879
O -2.6796 -3.0566 -1.6128
C -1.5304 -3.5862 -0.9710
C -1.5364 -3.2675 0.5318
O -2.0019 -1.9863 0.7992
C -1.6880 -1.5324 2.0961
H -3.7877 -3.1331 -3.3195
H -3.2243 -4.6891 -2.8036
H -2.0052 -3.5292 -3.4584
H -0.6272 -3.1440 -1.3912
H -1.5013 -4.6453 -1.2269
H -0.5304 -3.3942 0.9318
H -2.1276 -3.9834 1.1027
H -2.2554 -2.0805 2.8482
H -2.1129 -0.5375 2.2291
H -0.6336 -1.5470 2.3722
C 3.2426 -4.9287 -0.3451
O 2.1480 -4.1300 -0.8897
C 2.0235 -4.2408 -2.2935
C 3.2737 -3.6668 -3.0182
O 4.4921 -4.3248 -2.8829
C 5.6114 -3.9002 -3.7057
H 3.2975 -5.9068 -0.8230
H 3.0878 -5.0344 0.7286
H 4.1664 -4.3501 -0.3453
H 1.1342 -3.7315 -2.6647
H 1.8423 -5.2671 -2.6129
H 3.5295 -2.6811 -2.6295
H 3.0625 -3.4974 -4.0740
H 6.4944 -4.5068 -3.5044
H 5.9022 -2.8806 -3.4529
H 5.2670 -4.0105 -4.7340
C -0.8882 -3.7420 5.1782
O 0.4894 -3.7468 4.9209
C 1.1788 -2.4910 4.9650
C 2.6702 -2.5799 4.6925
O 3.3188 -3.2729 5.7559
C 4.7148 -3.1519 5.7766
H -1.2666 -4.7568 5.3006
H -1.4678 -3.3377 4.3483
H -1.1294 -3.3264 6.1565
H 0.9928 -2.1569 5.9857
H 0.5734 -1.8428 4.3315
H 3.1609 -1.6159 4.5588
H 2.8081 -3.1618 3.7812
H 5.2173 -3.3405 4.8279
H 5.2417 -3.8214 6.4566
H 4.9865 -2.1261 6.0256
C -3.9339 6.4589 -2.7072
O -2.6249 6.9759 -3.0745
C -2.3229 6.7561 -4.4710
C -2.0425 5.2342 -4.8179
O -0.8942 4.7876 -4.1534
C -0.7911 3.4211 -4.1295
H -4.1402 6.5652 -1.6422
H -3.9815 5.4202 -3.0342
H -4.7047 6.9964 -3.2595
H -1.4397 7.3564 -4.6892
H -3.1050 7.0825 -5.1565
H -1.9236 5.2234 -5.9013
H -2.8562 4.5330 -4.6325
H -0.7605 3.0405 -5.1504
H -1.4083 2.8262 -3.4562
H 0.1866 3.1849 -3.7094
*
```

⟨S²⟩: 3.7535
Kohn-Sham gap (alpha / beta): 6.3621 / 7.3824 eV

---

| no. | E (Eh) |
| --- | --- |
| 1 | -4323.440863 |
| 2 | -5267.673051 |